ORCA calculation (ωB97M-V/def2-TZVPD) on an isolated ion of composition C6H13N3O and charge +2 in a non-equilibrium geometry.

As for the structure (SMILES): C[NH2+]/C=C\O[C@H](C)N=C=[NH2+]. The calculation puts the LUMO energy at -7.462 eV. As for the energy relative to the best compared isomer or geometry (same formula, charge and spin): 63.0 kcal/mol. The value obtained for the HOMO-LUMO gap is 10.8783 eV.

The geometry in ORCA input format:
```
! wB97M-V def2-TZVPD RIJCOSX def2/J DEFGRID3
* xyz 2 1
C 3.2292 -0.1046 -0.3880
N 1.7138 0.2487 -0.5343
C 1.1335 0.7412 0.6959
C 0.2255 0.0722 1.3479
O -0.3976 -1.0308 0.6924
C -1.8270 -1.0164 0.3657
C -1.9414 -2.0629 -0.7205
N -2.4303 0.2672 -0.0776
C -2.4973 1.4233 0.0981
N -2.9466 2.6027 0.0625
H 3.6530 -0.3465 -1.4523
H 3.6977 0.7330 0.0219
H 3.3221 -0.9717 0.1878
H 1.5492 0.9451 -1.1972
H 1.1921 -0.5948 -0.7967
H 1.6553 1.4928 1.2144
H -0.1621 0.2469 2.3550
H -2.3259 -1.2905 1.2571
H -2.7169 -1.8241 -1.3361
H -0.9851 -2.2897 -1.3338
H -2.1177 -3.0074 -0.1644
H -2.6432 3.2463 -0.6627
H -3.7202 2.8524 0.6660
*
```

=====

ORCA calculation (ωB97M-V/def2-TZVPD) on C6H13N3O3 as an isolated structure in a non-equilibrium geometry.

The calculation puts the LUMO energy at 0.685 eV. As for the energy relative to the best compared isomer or geometry (same formula, charge and spin): 128.0 kcal/mol. The value obtained for the HOMO-LUMO gap is 8.7189 eV.

The geometry in ORCA input format:
```
! wB97M-V def2-TZVPD RIJCOSX def2/J DEFGRID3
* xyz 0 1
C -0.7547 0.9850 1.6853
C 0.8369 1.5628 0.0231
C -0.1892 -0.1887 1.0333
C -0.1020 -1.5229 1.8146
C 1.4695 -0.6063 -0.7323
C 0.7310 -0.9503 -2.0471
N -0.2318 2.0881 0.8769
N 0.7273 0.1954 0.1453
N -2.6352 -0.3915 -0.6472
O -2.5488 0.6184 -1.3071
O -1.7667 -0.8029 0.1939
O 0.5573 0.1955 -2.8583
H -1.8671 0.9693 2.0166
H -0.2599 1.0477 2.7343
H 0.7503 1.9239 -0.9982
H 1.7258 1.9504 0.4798
H 0.8466 -1.8442 2.1960
H -0.5112 -2.3923 1.2338
H -0.7877 -1.3316 2.7375
H 1.7864 -1.4836 -0.3081
H 2.3159 0.0625 -0.9870
H -0.2051 -1.5560 -1.9751
H 1.4716 -1.6017 -2.6761
H -0.9119 2.6516 0.1981
H -0.4473 0.4216 -2.8322
*
```

=====

ORCA calculation (ωB97M-V/def2-TZVPD) on C6H13N3SSi in the gas phase in a non-equilibrium geometry.

As for the structure (SMILES): C[Si](C)(C)Cn1[nH]cnc1=S. The calculation puts the LUMO energy at 0.368 eV. As for the energy relative to the best compared isomer or geometry (same formula, charge and spin): 29.1 kcal/mol. The value obtained for the HOMO-LUMO gap is 8.1716 eV.

The geometry in ORCA input format:
```
! wB97M-V def2-TZVPD RIJCOSX def2/J DEFGRID3
* xyz 0 1
C 0.6687 -2.0912 -0.1569
Si -0.7922 -0.9070 -0.0764
C -0.6348 -0.2237 1.7631
C -2.3798 -1.8504 -0.7388
C -0.4830 0.5862 -1.1875
N 0.6462 1.6267 -0.6001
N 1.9223 1.1507 -0.3651
C 2.4426 2.0819 0.4166
N 1.6862 3.0767 0.7142
C 0.4208 2.7766 0.1120
S -1.0745 3.4707 0.2681
H 1.2872 -1.9439 -1.1086
H 1.2656 -1.8530 0.7634
H 0.4275 -3.1212 -0.2658
H -0.4993 0.8909 1.7278
H -1.4467 -0.5244 2.4868
H 0.2813 -0.7623 2.0914
H -3.1782 -1.5952 -0.0130
H -2.6859 -1.7013 -1.7647
H -2.2061 -2.9588 -0.6666
H -0.0874 0.3952 -2.2008
H -1.4057 1.1194 -1.2059
H 2.2740 0.2669 -0.8043
H 3.5512 2.0905 0.8111
*
```

=====

ORCA calculation (ωB97M-V/def2-TZVPD) on a 2-piece molecular cluster, C6H13N4 overall in a non-equilibrium geometry.

The calculation puts the LUMO energy at -3.957 eV. As for the energy relative to the best compared isomer or geometry (same formula, charge and spin): 95.0 kcal/mol. The value obtained for the HOMO-LUMO gap is 9.3528 eV.

The geometry in ORCA input format:
```
! wB97M-V def2-TZVPD RIJCOSX def2/J DEFGRID3
* xyz 1 1
C -1.4326 0.0175 0.1173
C 0.9386 1.0049 0.8649
C 0.0150 2.0342 0.1594
C 0.9112 -0.3579 0.1570
C 1.6074 -0.3610 -1.2490
C -0.5529 -2.3020 0.6352
N -3.8782 0.5406 -0.1301
N -3.3743 -0.5402 -0.1763
N -0.4734 -0.8648 0.3076
N -1.2264 1.3059 -0.0783
H 1.8379 1.5225 0.8805
H 0.4092 1.0459 1.9042
H -0.0442 2.8912 0.6782
H 0.2858 2.2164 -0.9114
H 1.6043 -1.0905 0.8121
H 0.8118 -0.2696 -2.0073
H 2.1596 -1.3015 -1.1983
H 2.3324 0.4865 -1.1654
H -1.5128 -2.6393 0.1819
H 0.2146 -2.8971 0.0540
H -0.3788 -2.5370 1.8229
H -4.9141 0.6462 -0.1588
H -2.0066 1.7589 -0.4839
*
```